No. 1
{"formula": "C14H34IN2O", "method": "ωB97M-V/def2-TZVPD", "orbital_gap_ha": 0.27693, "fmax_ev_per_a": 1.423, "charge": 1, "e_tot_ha": -1036.03295, "molar_mass_g_mol": 373.3, "species": ["I", "C", "C", "C", "N", "C", "C", "C", "C", "C", "C", "H", "H", "H", "H", "H", "H", "H", "H", "H", "H", "H", "H", "H", "H", "H", "H", "H", "H", "H", "H", "C", "N", "C", "C", "C", "C", "O", "H", "H", "H", "H", "H", "H", "H", "H", "H", "H", "H", "H", "H", "H"], "positions_angstrom": [[2.533, 0.310, 1.512], [-1.475, 4.429, -0.450], [-0.418, 3.963, -1.433], [-0.463, 2.451, -1.505], [0.590, 1.771, -2.296], [0.426, 0.285, -2.139], [-0.808, -0.242, -2.845], [-0.809, 0.215, -4.313], [-0.707, 1.718, -4.467], [0.562, 2.190, -3.765], [1.946, 2.115, -1.756], [-1.528, 5.507, -0.329], [-1.325, 3.958, 0.522], [-2.468, 4.110, -0.788], [0.573, 4.254, -1.085], [-0.565, 4.417, -2.415], [-1.454, 2.078, -1.764], [-0.361, 2.087, -0.474], [0.430, 0.092, -1.064], [1.322, -0.186, -2.542], [-1.727, 0.004, -2.318], [-0.688, -1.325, -2.890], [-1.685, -0.210, -4.810], [0.038, -0.274, -4.809], [-1.555, 2.240, -4.013], [-0.652, 2.044, -5.505], [0.660, 3.268, -3.700], [1.431, 1.718, -4.220], [1.869, 1.973, -0.682], [2.220, 3.128, -2.030], [2.649, 1.422, -2.207], [0.503, -3.887, 4.394], [-0.213, -2.722, 3.810], [-1.565, -2.708, 4.403], [0.479, -1.465, 4.249], [-0.390, -2.725, 2.300], [0.856, -3.026, 1.523], [1.201, -4.393, 1.641], [0.034, -4.808, 4.065], [0.473, -3.790, 5.477], [1.538, -3.875, 4.076], [-1.497, -2.734, 5.488], [-2.178, -3.530, 4.040], [-2.108, -1.795, 4.149], [1.557, -1.556, 4.204], [0.128, -1.195, 5.246], [0.132, -0.632, 3.639], [-0.672, -1.698, 2.070], [-1.223, -3.385, 2.065], [1.605, -2.322, 1.889], [0.661, -2.761, 0.478], [2.119, -4.504, 1.371]]}

***

No. 2
{"formula": "C14H34O6", "method": "ωB97M-V/def2-TZVPD", "orbital_gap_ha": 0.36185, "fmax_ev_per_a": 0.820, "charge": 0, "e_above_lowest_ev": 0.000, "e_tot_ha": -1005.14694, "molar_mass_g_mol": 298.4, "smiles": "C1CCOC1.C1CCOC1.COCCOC.CO.CO", "species": ["C", "C", "C", "O", "C", "H", "H", "H", "H", "H", "H", "H", "H", "C", "C", "C", "O", "C", "H", "H", "H", "H", "H", "H", "H", "H", "C", "O", "H", "H", "H", "H", "C", "O", "H", "H", "H", "H", "C", "O", "C", "C", "O", "C", "H", "H", "H", "H", "H", "H", "H", "H", "H", "H"], "positions_angstrom": [[-2.319, -0.864, -2.424], [-2.320, -0.857, -0.905], [-1.325, -1.985, -0.599], [-0.402, -1.976, -1.697], [-0.825, -1.015, -2.666], [-2.749, 0.058, -2.823], [-2.847, -1.711, -2.863], [-3.293, -0.985, -0.434], [-1.867, 0.051, -0.512], [-1.802, -2.969, -0.555], [-0.763, -1.808, 0.321], [-0.539, -1.379, -3.650], [-0.320, -0.064, -2.455], [2.506, -3.238, -0.610], [1.970, -4.656, -0.490], [3.245, -5.448, -0.777], [4.241, -4.767, -0.030], [3.928, -3.372, -0.020], [1.883, -2.493, -0.116], [2.585, -2.926, -1.652], [1.159, -4.841, -1.195], [1.648, -4.885, 0.525], [3.478, -5.469, -1.848], [3.194, -6.467, -0.392], [4.644, -2.838, -0.651], [3.988, -3.003, 1.003], [1.799, 4.597, -0.637], [2.085, 5.947, -0.974], [2.703, 4.133, -0.251], [1.050, 4.546, 0.156], [1.475, 4.013, -1.504], [1.264, 6.387, -1.207], [1.339, 0.820, -0.128], [0.954, 1.422, 1.097], [1.230, 1.511, -0.974], [2.396, 0.568, -0.051], [0.785, -0.097, -0.343], [-0.009, 1.485, 1.134], [-1.342, 1.235, 4.019], [-2.025, 0.673, 2.918], [-3.128, 1.451, 2.500], [-2.722, 2.637, 1.659], [-1.930, 2.151, 0.605], [-1.644, 3.130, -0.374], [-0.928, 2.219, 3.783], [-0.519, 0.570, 4.274], [-1.999, 1.291, 4.896], [-3.731, 1.751, 3.367], [-3.761, 0.789, 1.904], [-2.169, 3.394, 2.235], [-3.627, 3.140, 1.289], [-1.009, 2.659, -1.122], [-1.085, 3.956, 0.078], [-2.552, 3.530, -0.834]]}

***

No. 3
{"formula": "C14H35ClN2O", "method": "ωB97M-V/def2-TZVPD", "orbital_gap_ha": 0.25970, "fmax_ev_per_a": 11.450, "charge": 0, "e_above_lowest_ev": 2.969, "e_tot_ha": -1198.94054, "molar_mass_g_mol": 282.9, "species": ["C", "C", "N", "C", "C", "C", "C", "C", "O", "C", "H", "H", "H", "H", "H", "H", "H", "H", "H", "H", "H", "H", "H", "H", "H", "H", "H", "H", "H", "H", "Cl", "C", "C", "N", "C", "C", "C", "C", "H", "H", "H", "H", "H", "H", "H", "H", "H", "H", "H", "H", "H", "H", "H"], "positions_angstrom": [[-1.462, 2.025, 4.007], [-1.146, 0.530, 3.566], [0.006, 0.247, 2.670], [-0.235, 0.923, 1.214], [1.266, 0.908, 3.101], [1.869, 0.531, 4.477], [0.226, -1.253, 2.566], [-0.931, -2.032, 1.799], [-0.544, -3.443, 1.929], [0.486, -3.783, 1.073], [-2.263, 2.262, 4.531], [-1.458, 2.780, 3.200], [-0.739, 2.376, 4.742], [-2.083, 0.261, 3.129], [-1.091, 0.067, 4.334], [-0.265, 1.995, 1.397], [-1.308, 0.659, 0.821], [0.675, 0.780, 0.356], [1.355, 1.866, 2.865], [2.191, 0.650, 2.449], [2.126, -0.610, 4.361], [1.206, 0.836, 5.364], [2.757, 1.077, 4.837], [0.146, -1.719, 3.535], [1.284, -1.207, 2.298], [-1.231, -1.543, 0.817], [-1.951, -1.866, 2.178], [1.458, -3.727, 1.568], [0.808, -3.355, 0.095], [0.116, -4.800, 0.698], [2.622, -1.048, -0.396], [-2.680, 0.430, -4.372], [-1.726, 0.802, -3.293], [-0.274, 0.689, -3.719], [0.701, 1.586, -3.096], [1.248, 1.131, -1.709], [0.199, -0.687, -3.996], [1.064, -0.647, -5.171], [-2.308, 0.848, -5.345], [-3.573, 0.758, -4.225], [-2.762, -0.529, -4.362], [-1.829, 0.245, -2.403], [-1.848, 1.767, -3.106], [0.322, 2.688, -3.119], [1.555, 1.718, -3.797], [1.750, 1.849, -1.271], [1.810, 0.199, -1.663], [0.673, 1.159, -0.969], [-0.502, -1.332, -4.243], [0.785, -1.300, -3.221], [1.873, 0.158, -4.946], [0.478, -0.177, -5.917], [1.157, -1.728, -5.622]]}

***

No. 4
{"formula": "C14H35ClN2O8", "method": "ωB97M-V/def2-TZVPD", "spin_multiplicity": 2, "orbital_gap_ha": [0.33574, 0.12868], "fmax_ev_per_a": 4.006, "charge": 1, "s2": 0.76, "e_tot_ha": -1725.64916, "molar_mass_g_mol": 394.9, "species": ["C", "C", "N", "C", "C", "N", "C", "C", "H", "H", "H", "H", "H", "H", "H", "H", "H", "H", "H", "Cl", "C", "C", "O", "O", "H", "H", "H", "H", "H", "H", "C", "C", "O", "O", "H", "H", "H", "H", "H", "H", "C", "C", "O", "O", "H", "H", "H", "H", "H", "H", "C", "C", "O", "O", "H", "H", "H", "H", "H", "H"], "positions_angstrom": [[4.946, 1.815, 2.920], [4.857, 0.323, 3.065], [3.788, -0.165, 2.228], [2.414, -0.060, 2.419], [1.791, -0.794, 1.439], [2.770, -1.275, 0.557], [3.994, -0.924, 1.088], [2.559, -2.137, -0.588], [5.166, 2.141, 1.903], [5.799, 2.164, 3.502], [4.048, 2.258, 3.350], [4.642, -0.002, 4.083], [5.743, -0.175, 2.670], [2.004, 0.544, 3.214], [0.729, -0.906, 1.277], [4.940, -1.149, 0.619], [2.192, -3.115, -0.278], [3.401, -2.247, -1.271], [1.797, -1.734, -1.254], [-1.237, -0.457, -0.910], [1.760, 2.678, -0.075], [1.731, 2.069, -1.475], [0.434, 2.075, -2.043], [1.473, 4.081, -0.107], [2.717, 2.383, 0.355], [1.095, 2.088, 0.555], [2.068, 1.035, -1.403], [2.413, 2.616, -2.126], [-0.029, 1.326, -1.662], [1.505, 4.514, 0.749], [-1.408, -4.128, 0.625], [-1.193, -4.326, -0.932], [-2.118, -3.509, -1.657], [-0.813, -2.934, 1.073], [-1.007, -4.972, 1.186], [-2.470, -4.101, 0.870], [-1.370, -5.389, -1.097], [-0.164, -4.128, -1.231], [-1.787, -2.610, -1.589], [-1.341, -2.227, 0.696], [-2.905, 2.067, 1.081], [-4.016, 1.053, 1.499], [-4.366, 1.154, 2.895], [-1.634, 1.600, 1.575], [-3.147, 3.016, 1.559], [-2.947, 2.325, 0.023], [-3.705, 0.052, 1.198], [-4.907, 1.133, 0.876], [-5.096, 0.549, 3.044], [-1.312, 1.110, 0.815], [-3.022, 0.975, -4.160], [-4.214, 0.226, -3.496], [-4.254, 0.563, -2.156], [-1.898, 0.179, -4.099], [-2.763, 1.873, -3.599], [-3.220, 1.165, -5.215], [-4.212, -0.859, -3.595], [-5.116, 0.538, -4.021], [-3.384, 0.353, -1.809], [-1.725, 0.283, -3.160]]}